[1]
{
  "formula": "C27H37N5O4Re",
  "method": "ωB97M-V with the def2-TZVPD basis set",
  "species": ["Re", "C", "N", "C", "C", "O", "C", "O", "C", "C", "O", "N", "C", "C", "H", "H", "H", "H", "H", "H", "H", "H", "H", "H", "H", "H", "H", "H", "H", "H", "C", "C", "C", "C", "C", "C", "N", "C", "C", "C", "C", "C", "N", "C", "C", "C", "C", "C", "C", "N", "H", "H", "H", "H", "H", "H", "H", "H", "H", "H", "H", "H", "H", "H", "H", "C", "C", "O", "H", "H", "H", "H", "H", "H"],
  "xyz": [[0.056, -0.031, -0.444], [-2.233, 4.505, 1.973], [-1.549, 3.787, 0.897], [-1.236, 4.629, -0.262], [-1.234, 2.521, 0.929], [-0.575, 1.976, -0.017], [-1.738, 1.681, 2.092], [-1.408, 0.315, 1.900], [-0.662, -0.285, 2.944], [0.813, -0.248, 2.580], [1.091, 0.000, 1.353], [1.747, -0.473, 3.457], [1.475, -0.742, 4.871], [3.167, -0.416, 3.091], [-1.589, 5.316, 2.317], [-2.493, 3.887, 2.825], [-3.142, 4.968, 1.586], [-0.682, 5.510, 0.062], [-2.169, 4.976, -0.708], [-0.654, 4.088, -0.998], [-2.826, 1.767, 2.128], [-1.326, 2.057, 3.029], [-0.992, -1.323, 3.024], [-0.852, 0.207, 3.898], [0.472, -1.129, 5.032], [1.611, 0.167, 5.460], [2.189, -1.478, 5.235], [3.303, 0.104, 2.150], [3.574, -1.425, 3.011], [3.713, 0.106, 3.874], [-3.192, 1.109, -1.407], [-3.165, -0.269, -0.820], [-4.386, -0.935, -0.662], [-4.414, -2.212, -0.146], [-3.208, -2.845, 0.149], [-2.025, -2.172, -0.066], [-2.018, -0.873, -0.483], [-0.714, -2.828, 0.004], [-0.508, -4.162, 0.312], [0.777, -4.685, 0.244], [1.835, -3.873, -0.152], [1.584, -2.545, -0.444], [0.331, -2.046, -0.345], [2.575, -1.574, -0.919], [3.879, -1.902, -1.213], [4.728, -0.918, -1.726], [4.234, 0.350, -1.939], [2.907, 0.650, -1.616], [2.386, 2.031, -1.852], [2.112, -0.302, -1.104], [-3.602, 1.056, -2.419], [-3.886, 1.739, -0.848], [-2.216, 1.583, -1.438], [-5.294, -0.428, -0.959], [-5.355, -2.728, -0.001], [-3.218, -3.861, 0.515], [-1.333, -4.801, 0.588], [0.949, -5.728, 0.477], [2.829, -4.288, -0.235], [4.251, -2.906, -1.069], [5.757, -1.158, -1.964], [4.858, 1.127, -2.362], [2.512, 2.294, -2.905], [1.337, 2.138, -1.579], [2.977, 2.756, -1.291], [-0.027, 0.041, -5.015], [0.324, -0.645, -3.718], [-0.396, -0.007, -2.594], [0.555, -0.411, -5.819], [0.213, 1.105, -4.987], [-1.082, -0.087, -5.269], [1.388, -0.561, -3.507], [0.049, -1.700, -3.742], [-1.164, 0.453, -2.962]],
  "mulliken_charge": [2.131, -1.009, 0.120, -0.940, 0.779, -1.090, -1.370, -0.245, -1.598, 1.251, -0.765, -0.025, -1.056, -1.024, 0.374, 0.423, 0.375, 0.382, 0.370, 0.218, 0.590, 0.724, 0.525, 0.665, 0.462, 0.358, 0.390, 0.323, 0.343, 0.430, -1.867, 1.114, -0.998, -0.901, -0.927, 0.836, 0.478, 0.422, -0.943, -1.302, -0.768, 0.503, 0.705, 0.654, -0.563, -1.004, -0.986, 0.518, -1.170, 0.905, 0.516, 0.497, 0.093, 0.627, 0.536, 0.540, 0.585, 0.537, 0.619, 0.580, 0.520, 0.628, 0.480, -0.218, 0.473, -1.519, 0.059, -0.302, 0.449, 0.375, 0.467, 0.158, 0.293, 0.190],
  "relative_energy_kj_mol": 89.1,
  "homo_energy_ev": [-20.2, -20.2],
  "multiplicity": 2,
  "total_charge": 4,
  "homo_lumo_gap_ev": [6.3, 6.5]
}



[2]
{
  "formula": "C27H38As2GeNO8Pb",
  "method": "ωB97M-V with the def2-TZVPD basis set",
  "species": ["Pb", "C", "C", "C", "C", "C", "C", "H", "H", "H", "H", "H", "C", "C", "C", "N", "H", "H", "H", "H", "H", "C", "O", "C", "O", "C", "C", "As", "C", "C", "C", "As", "C", "C", "O", "O", "C", "C", "O", "O", "C", "C", "O", "O", "C", "H", "H", "H", "H", "H", "H", "H", "H", "H", "H", "H", "H", "H", "H", "H", "H", "H", "H", "C", "Ge", "C", "C", "C", "H", "H", "H", "H", "H", "H", "H", "H", "H", "H"],
  "xyz": [[0.628, 1.376, -0.866], [-0.772, -2.090, -4.129], [0.457, -2.165, -3.490], [0.833, -1.174, -2.593], [-0.028, -0.110, -2.333], [-1.260, -0.035, -2.972], [-1.627, -1.024, -3.871], [-1.065, -2.862, -4.828], [1.123, -2.995, -3.684], [1.797, -1.242, -2.101], [-1.945, 0.775, -2.757], [-2.585, -0.961, -4.371], [-0.976, 6.098, 3.002], [0.262, 5.238, 3.257], [0.126, 3.894, 2.686], [0.006, 2.856, 2.212], [-0.831, 7.086, 3.433], [-1.859, 5.652, 3.458], [-1.158, 6.211, 1.935], [0.453, 5.132, 4.325], [1.150, 5.696, 2.817], [-4.271, 1.908, 1.302], [-3.564, 0.650, 1.313], [-2.493, 0.603, 0.549], [-2.021, 1.563, -0.035], [-1.805, -0.733, 0.522], [-2.299, -1.792, -0.109], [-1.430, -3.513, -0.458], [-2.362, -4.594, 0.889], [0.233, -3.316, 0.562], [0.800, -2.218, 1.052], [-0.002, -0.465, 1.175], [-0.324, -0.190, 3.057], [2.168, -2.118, 1.635], [2.526, -1.076, 2.144], [2.915, -3.201, 1.539], [4.226, -3.105, 2.127], [0.895, -4.663, 0.687], [0.812, -5.330, 1.681], [1.460, -5.038, -0.458], [2.075, -6.341, -0.432], [-3.625, -1.635, -0.799], [-4.102, -0.577, -1.123], [-4.186, -2.820, -1.034], [-5.437, -2.788, -1.745], [-5.083, 1.788, 2.012], [-4.655, 2.095, 0.301], [-3.605, 2.715, 1.601], [-3.374, -4.772, 0.534], [-2.382, -4.094, 1.854], [-1.839, -5.544, 0.983], [-0.691, -1.120, 3.488], [-1.063, 0.602, 3.155], [0.610, 0.118, 3.517], [4.681, -4.077, 1.969], [4.142, -2.888, 3.189], [4.799, -2.322, 1.636], [2.466, -6.499, -1.431], [1.340, -7.102, -0.177], [2.876, -6.356, 0.304], [-5.741, -3.825, -1.847], [-5.296, -2.327, -2.721], [-6.174, -2.221, -1.180], [2.357, 5.500, -0.411], [2.962, 3.854, -1.268], [4.908, 3.789, -1.282], [2.234, 3.693, -3.071], [2.381, 2.265, -0.266], [2.716, 6.366, -0.967], [2.751, 5.562, 0.603], [1.269, 5.542, -0.372], [5.303, 4.654, -1.813], [5.263, 2.886, -1.774], [5.296, 3.804, -0.264], [2.626, 4.482, -3.711], [1.145, 3.781, -3.070], [2.508, 2.734, -3.513], [2.353, 2.348, 0.820]],
  "mulliken_charge": [1.479, -0.407, -0.718, -0.315, 0.151, -0.457, -0.565, 0.422, 0.434, 0.463, 0.367, 0.474, -1.115, -0.203, 0.187, -0.237, 0.356, 0.323, 0.302, 0.308, 0.187, -0.692, -0.286, -0.707, -0.476, 0.839, 0.672, 0.823, -1.187, 0.187, 0.597, 0.898, -1.357, 0.110, -0.636, -0.161, -0.746, -0.365, -0.541, -0.192, -0.735, -0.105, -0.554, -0.345, -0.760, 0.278, 0.313, 0.264, 0.368, 0.370, 0.452, 0.474, 0.421, 0.417, 0.250, 0.320, 0.300, 0.235, 0.308, 0.301, 0.259, 0.298, 0.322, -1.111, 0.441, -1.175, -1.249, -1.195, 0.418, 0.295, 0.321, 0.380, 0.363, 0.371, 0.396, 0.385, 0.345, 0.351],
  "homo_energy_ev": -10.6,
  "total_charge": 1,
  "homo_lumo_gap_ev": 7.5
}



[3]
{
  "formula": "C27H38BFeN9OSSi",
  "method": "ωB97M-V with the def2-TZVPD basis set",
  "species": ["Fe", "C", "C", "C", "C", "N", "N", "B", "N", "C", "C", "C", "C", "N", "N", "C", "C", "C", "C", "N", "N", "C", "C", "C", "C", "N", "H", "H", "H", "H", "H", "H", "H", "H", "H", "H", "H", "H", "H", "H", "H", "H", "H", "H", "H", "H", "C", "Si", "C", "C", "C", "C", "C", "C", "N", "C", "S", "H", "H", "H", "H", "H", "H", "H", "H", "H", "H", "H", "H", "C", "O", "C", "C", "H", "H", "H", "H", "H", "H"],
  "xyz": [[0.325, -0.039, 0.251], [1.765, -2.133, 3.156], [0.439, -2.380, 2.519], [-0.272, -3.591, 2.564], [-1.461, -3.331, 1.926], [-1.451, -2.040, 1.553], [-0.274, -1.451, 1.871], [-2.531, -1.279, 0.770], [-2.488, 0.211, 1.183], [-3.517, 1.012, 1.515], [-3.013, 2.271, 1.750], [-1.628, 2.159, 1.535], [-0.589, 3.228, 1.555], [-1.331, 0.908, 1.191], [-2.176, -1.473, -0.723], [-2.902, -1.957, -1.748], [-2.073, -2.047, -2.842], [-0.823, -1.591, -2.398], [0.384, -1.366, -3.244], [-0.887, -1.263, -1.106], [-3.923, -1.801, 1.139], [-4.322, -2.244, 2.353], [-5.693, -2.343, 2.340], [-6.066, -1.912, 1.052], [-7.431, -1.759, 0.461], [-4.995, -1.582, 0.347], [1.834, -2.706, 4.082], [2.584, -2.439, 2.502], [1.893, -1.077, 3.373], [0.050, -4.520, 3.004], [-2.303, -3.968, 1.709], [-4.533, 0.655, 1.546], [-3.565, 3.149, 2.041], [-1.048, 4.212, 1.639], [0.117, 3.083, 2.374], [-0.026, 3.154, 0.620], [-3.945, -2.175, -1.627], [-2.323, -2.399, -3.829], [0.157, -1.610, -4.282], [0.677, -0.316, -3.184], [1.231, -1.964, -2.918], [-3.610, -2.447, 3.135], [-6.334, -2.680, 3.138], [-8.149, -2.414, 0.953], [-7.777, -0.728, 0.564], [-7.399, -1.991, -0.603], [4.827, 2.999, 0.261], [5.139, 1.201, 0.760], [5.316, 1.044, 2.641], [6.898, 0.832, 0.125], [3.997, -0.053, -0.035], [4.461, -0.974, -0.970], [3.675, -2.063, -1.328], [2.436, -2.210, -0.743], [1.915, -1.297, 0.083], [2.655, -0.219, 0.421], [2.028, 0.933, 1.559], [5.560, 3.663, 0.726], [3.831, 3.323, 0.561], [4.911, 3.112, -0.823], [6.222, 1.555, 2.977], [5.393, -0.007, 2.935], [4.459, 1.469, 3.157], [7.619, 1.421, 0.695], [7.014, 1.097, -0.930], [7.165, -0.222, 0.240], [5.458, -0.857, -1.380], [4.028, -2.816, -2.022], [1.815, -3.081, -0.918], [2.093, 1.986, -2.089], [0.719, 1.913, -2.328], [-0.099, 1.431, -1.278], [-1.500, 1.672, -1.793], [2.310, 2.565, -1.185], [2.544, 2.472, -2.957], [2.537, 0.994, -1.974], [-1.511, 2.567, -2.426], [-2.224, 1.809, -0.988], [-1.860, 0.837, -2.414]],
  "mulliken_charge": [0.592, -1.542, 0.800, -1.661, -0.245, 1.082, -0.263, -0.305, 1.499, -0.136, -1.621, 0.559, -1.345, -0.281, 1.006, -0.212, -1.627, 0.477, -1.217, 0.153, 0.686, -0.367, -1.256, 0.808, -1.282, -1.248, 0.515, 0.139, 0.285, 0.454, 0.665, 0.388, 0.437, 0.358, 0.201, 0.194, 0.593, 0.459, 0.388, 0.083, 0.160, 0.576, 0.403, 0.371, 0.230, 0.327, -1.051, 0.337, -1.083, -1.302, 0.509, 0.053, -0.945, -1.149, 0.199, 0.272, -0.669, 0.374, 0.274, 0.324, 0.357, 0.337, 0.296, 0.302, 0.306, 0.347, 0.410, 0.416, 0.584, -0.519, -0.386, 0.059, -1.167, 0.239, 0.375, 0.028, 0.524, 0.040, 0.029],
  "relative_energy_kj_mol": 84.9,
  "homo_energy_ev": [-1.9, -4.1],
  "multiplicity": 6,
  "total_charge": -1,
  "homo_lumo_gap_ev": [4.7, 6.9]
}



DFT total energy values, unit eV, following the record order: -46332.9000 -229916.4397 -97854.7441.
Molecular weight values, unit g/mol, following the record order: 681.8 934.3 631.5.